{
  "formula": "BrHNO3S",
  "method": "wB97M-V/def2-TZVPD",
  "max_force_ev_per_a": 4.826,
  "e_homo_ev": [-5.0145, -5.0199],
  "de_lowest_kcal_mol": 74.2,
  "charge": -1,
  "elements": ["N", "O", "O", "O", "S", "Br", "H"],
  "positions_angstrom": [[0.1369, -0.6943, 0.6709], [0.8738, 1.7034, 0.2884], [-1.4754, 1.0636, 0.4320], [-0.1735, 0.4379, -1.5674], [-0.1380, 0.8169, -0.1675], [-0.8855, -1.8854, -0.1753], [1.6617, -1.4422, 0.5190]],
  "atomic_forces_ev_per_a": [[4.6, -1.0, 1.0], [1.3, 0.7, 0.2], [1.5, 0.0, -0.9], [0.4, 1.0, 0.0], [-2.8, -0.7, 0.2], [-1.4, -2.3, -0.6], [-3.6, 2.4, 0.1]],
  "mulliken_charge": [-0.426, -0.609, -0.628, -0.622, 1.141, -0.050, 0.193]
}